Formula: C35H75MnN2O2Sb2Si6
Source: OMol25
Level of theory: the ωB97M-V functional and the def2-TZVPD basis

Properties
Spin multiplicity: 6
Energy above the lowest of the compared OMol25 structures with the same formula, charge and spin in kcal/mol: 2.6
LUMO (spin up / spin down) in Ha: -0.06766 / -0.07282
HOMO level (spin up / spin down) in eV: -9.45 / -9.91
Charge: +1
DFT total energy in Ha: -5007.06252

The geometry in XYZ format:
```
123
Properties=species:S:1:pos:R:3:mulliken_spin:R:1
Mn -0.6554 1.0063 0.1903 4.41
C -2.7822 2.1257 -2.2693 0.02
O -2.5813 1.6464 -0.9350 0.01
C -3.3078 2.4243 0.0308 0.05
C -2.4946 3.6262 0.4311 -0.02
O -1.1898 3.1426 0.7448 0.06
C -0.4193 4.0985 1.4717 0.01
H -2.3299 3.1109 -2.4073 0.00
H -2.3236 1.4153 -2.9475 -0.01
H -3.8522 2.1821 -2.4735 0.00
H -3.4661 1.7783 0.8880 -0.01
H -4.2814 2.7113 -0.3704 0.00
H -2.9439 4.1016 1.3070 0.00
H -2.4137 4.3715 -0.3664 0.00
H -0.3801 5.0425 0.9228 0.00
H 0.5814 3.6954 1.5822 -0.01
H -0.8591 4.2585 2.4575 0.00
C -1.3868 -3.3262 2.7252 0.01
Sb -0.3904 -2.2351 1.1582 0.02
C -0.8638 -0.2723 1.9045 0.36
C -2.2509 0.0921 2.2638 -0.27
C -3.3941 -0.5462 1.7567 0.03
C -4.6564 -0.1432 2.1431 -0.01
C -4.7859 0.9183 3.0308 0.02
C -3.6173 1.5169 3.4766 -0.01
N -2.3955 1.1373 3.1113 0.03
Si 0.2059 0.0299 3.4383 0.04
C 1.8279 -0.9191 3.3210 0.00
C -0.6674 -0.5515 4.9992 0.00
C 0.7306 1.8071 3.7099 0.00
C -1.5995 -2.8507 -0.6555 0.03
C -1.3715 -1.8501 -1.7475 0.06
C -1.8656 -2.1004 -3.0432 0.00
C -1.5440 -1.2905 -4.1061 0.00
C -0.7152 -0.1957 -3.8851 0.00
C -0.3252 0.0418 -2.5895 0.09
N -0.6499 -0.7269 -1.5325 0.00
Si -3.4809 -3.2874 -0.5862 0.00
C -4.0321 -4.5892 -1.8367 0.00
C -4.4695 -1.7290 -1.0008 0.01
C -4.0765 -4.0001 1.0405 0.00
Si -0.5826 -4.4285 -1.1789 0.00
C -0.8804 -5.0306 -2.9353 0.00
C 1.2672 -4.1019 -1.1911 0.00
C -0.9286 -5.8140 0.0278 0.00
H -0.6932 -3.3316 3.5681 0.00
H -1.5941 -4.3549 2.4420 0.00
H -2.3086 -2.8399 3.0350 0.00
H -3.2629 -1.3607 1.0631 -0.05
H -5.5320 -0.6523 1.7566 0.00
H -5.7510 1.2652 3.3732 0.00
H -3.6641 2.3490 4.1742 0.00
H 1.7090 -2.0055 3.3440 0.00
H 2.4548 -0.6481 4.1771 0.00
H 2.3816 -0.6726 2.4129 0.00
H -1.4253 -1.3116 4.7934 0.00
H -1.1641 0.2774 5.5045 0.00
H 0.0583 -0.9849 5.6936 0.00
H 1.3031 2.1734 2.8561 0.01
H 1.3778 1.8656 4.5913 0.00
H -0.1317 2.4550 3.8671 0.00
H -2.4836 -2.9712 -3.2028 0.00
H -1.9207 -1.5138 -5.0965 0.00
H -0.4075 0.4653 -4.6834 0.00
H 0.2908 0.9072 -2.3675 -0.08
H -4.1239 -4.1932 -2.8507 0.00
H -5.0340 -4.9075 -1.5321 0.00
H -3.4178 -5.4890 -1.8763 0.00
H -4.8530 -1.7887 -2.0222 0.00
H -3.8940 -0.8043 -0.9116 0.00
H -5.3339 -1.6428 -0.3361 0.00
H -3.5280 -4.9003 1.3225 0.00
H -5.1192 -4.2945 0.8875 0.00
H -4.0474 -3.3129 1.8823 0.00
H -0.4930 -4.3238 -3.6712 0.00
H -1.9049 -5.2813 -3.2040 0.00
H -0.2838 -5.9436 -3.0327 0.00
H 1.5069 -3.1387 -1.6521 0.00
H 1.7360 -4.8838 -1.7967 0.00
H 1.7265 -4.1148 -0.2035 0.00
H -1.9844 -6.0795 0.1106 0.00
H -0.5582 -5.5762 1.0275 0.00
H -0.3899 -6.7045 -0.3087 0.00
C 5.4659 0.3213 -1.2750 0.00
Si 3.7133 -0.2876 -1.0608 0.01
C 3.7321 -1.6744 0.1804 0.00
C 3.0559 -0.8876 -2.7042 0.00
Sb 2.1755 1.6474 -0.2807 0.13
Si 3.8765 2.9361 1.2141 0.01
C 3.1051 4.4056 2.0822 0.00
C 4.5308 1.6955 2.4456 0.00
C 5.2913 3.6160 0.1978 0.00
Si 2.3814 3.2363 -2.3059 0.01
C 1.1008 2.8629 -3.6252 0.00
C 2.0287 4.9498 -1.6348 0.00
C 4.0354 3.1793 -3.1743 0.00
H 6.0638 -0.5350 -1.6057 0.00
H 5.8962 0.6686 -0.3343 0.00
H 5.5682 1.1085 -2.0225 0.00
H 4.2755 -2.5097 -0.2741 0.00
H 2.7359 -2.0264 0.4491 0.00
H 4.2565 -1.3934 1.0960 0.00
H 3.6482 -1.7487 -3.0298 0.00
H 3.1300 -0.1199 -3.4793 0.00
H 2.0174 -1.2103 -2.6364 0.00
H 2.4521 4.1246 2.9081 0.00
H 2.5549 5.0554 1.3996 0.00
H 3.9272 4.9983 2.4962 0.00
H 3.7571 1.3660 3.1401 0.00
H 5.3361 2.1565 3.0258 0.00
H 4.9404 0.8101 1.9541 0.00
H 4.9782 4.4165 -0.4748 0.00
H 5.8293 2.8653 -0.3793 0.00
H 5.9953 4.0524 0.9147 0.00
H 0.0707 2.9450 -3.2701 0.00
H 1.2437 1.8768 -4.0723 0.00
H 1.2381 3.6023 -4.4205 0.00
H 1.0847 4.9636 -1.0857 0.00
H 1.9495 5.6667 -2.4571 0.00
H 2.8133 5.3020 -0.9627 0.00
H 4.1482 2.2492 -3.7370 0.00
H 4.8958 3.2887 -2.5151 0.00
H 4.0579 4.0024 -3.8961 0.00
```

Formula: C3H7NO2
Source: OMol25
Level of theory: the ωB97M-V functional and the def2-TZVPD basis

Properties
Spin multiplicity: 1
Energy above the lowest of the compared OMol25 structures with the same formula, charge and spin in kcal/mol: 14.3
LUMO in Ha: 0.03371
HOMO level in eV: -9.70
Charge: 0
DFT total energy in Ha: -323.75812
SMILES: CNC(=O)OC

The geometry in XYZ format:
```
13
Properties=species:S:1:pos:R:3:nbo_charge:R:1
C 1.0555 -1.7365 0.3640 -0.41
N -0.3093 -1.3513 0.0799 -0.63
C -0.8054 -0.1084 -0.1718 0.89
O -1.9554 0.1094 -0.4965 -0.66
O 0.1399 0.8483 -0.0108 -0.53
C -0.2724 2.1963 -0.2413 -0.26
H 1.4078 -2.4788 -0.3643 0.19
H 1.1457 -2.1593 1.3733 0.19
H 1.6985 -0.8605 0.2928 0.23
H -1.0052 -2.0776 0.0643 0.40
H -1.3057 2.2342 -0.5921 0.22
H 0.3879 2.6344 -0.9968 0.19
H -0.1820 2.7497 0.6993 0.18
```

Formula: C15H14CeN4O2S
Source: OMol25
Level of theory: the ωB97M-V functional and the def2-TZVPD basis

Properties
Spin multiplicity: 2
Energy above the lowest of the compared OMol25 structures with the same formula, charge and spin in kcal/mol: 0.0
LUMO (spin up / spin down) in Ha: -0.14221 / -0.14161
HOMO level (spin up / spin down) in eV: -11.08 / -11.09
Charge: +1
DFT total energy in Ha: -1822.71596

The geometry in XYZ format:
```
37
Properties=species:S:1:pos:R:3:mulliken_spin:R:1
Ce 0.0641 0.1003 -2.9098 1.01
N -3.4879 -2.2978 -1.5807 0.00
C -2.5520 -1.3466 -1.6401 0.00
S -2.6651 -0.2811 -3.0540 -0.01
N -1.7658 -1.1915 -0.6141 0.00
N -0.7021 -0.3645 -0.6613 0.01
C -0.3722 0.3435 0.3907 -0.01
C -1.1145 0.4168 1.6502 0.00
C -1.2431 1.6588 2.2823 0.00
C -1.9181 1.7689 3.4799 0.00
C -2.4666 0.6433 4.0710 0.00
C -2.3743 -0.5862 3.4382 0.00
C -1.7173 -0.7022 2.2263 0.00
C 0.8660 1.1344 0.2382 0.00
C 1.6621 1.4637 1.3373 0.00
C 2.8388 2.1643 1.1400 0.00
C 3.1767 2.5459 -0.1508 0.00
C 2.3427 2.1828 -1.1937 0.00
N 1.2138 1.4856 -1.0238 0.00
H -4.1898 -2.3557 -2.3000 0.00
H -3.5464 -2.8793 -0.7605 0.00
H -0.8289 2.5392 1.8170 0.00
H -2.0221 2.7342 3.9504 0.00
H -2.9716 0.7286 5.0189 0.00
H -2.8203 -1.4554 3.8945 0.00
H -1.6384 -1.6601 1.7388 0.00
H 1.3620 1.1389 2.3228 0.00
H 3.4822 2.4058 1.9720 0.00
H 4.0768 3.1013 -0.3528 0.00
H 2.5812 2.4680 -2.2151 0.00
C 2.8614 -2.7487 -3.1936 0.00
C 1.8096 -1.6786 -3.2708 0.00
O 0.5855 -1.9819 -3.1839 0.00
O 2.1491 -0.4686 -3.4013 0.00
H 2.4984 -3.6621 -3.6569 0.00
H 3.0464 -2.9554 -2.1401 0.00
H 3.7799 -2.4087 -3.6653 0.00
```

Formula: C31H23MoN11O3S
Source: OMol25
Level of theory: the ωB97M-V functional and the def2-TZVPD basis

Properties
Spin multiplicity: 3
LUMO (spin up / spin down) in Ha: -0.25582 / -0.29002
HOMO level (spin up / spin down) in eV: -13.41 / -13.61
Charge: +2
DFT total energy in Ha: -2488.87033

The geometry in XYZ format:
```
70
Properties=species:S:1:pos:R:3:nbo_charge:R:1
Mo -0.4457 1.2686 -0.3095 1.22
C -2.5135 -2.2090 1.4331 0.03
C -2.3627 -0.9240 0.9049 0.05
N -1.1773 -0.2793 1.1331 -0.41
C -0.2831 -0.8500 1.9203 0.12
C -0.4879 -2.1157 2.4192 0.05
N -1.6006 -2.7857 2.1459 -0.31
C 0.8528 0.0723 2.2318 0.29
C 1.7190 -0.0583 3.2753 -0.24
C 2.5360 0.9694 3.6003 0.18
C 2.4713 2.1257 2.8497 -0.21
C 1.5959 2.2333 1.7928 0.18
N 0.8634 1.1556 1.4650 -0.47
C 1.3175 3.4429 1.0688 0.19
C 2.0465 4.6094 1.2605 0.04
N 1.6693 5.7167 0.6168 -0.31
C 0.5657 5.7263 -0.0654 0.04
C -0.1860 4.5440 -0.3475 0.07
N 0.2471 3.3856 0.2227 -0.46
C 3.4696 0.8306 4.7389 -0.10
C 4.7247 1.3792 4.6690 -0.23
C 5.5421 1.3337 5.8281 0.07
N 5.1692 0.6919 6.9024 -0.37
C 3.9835 0.0806 6.9354 0.06
C 3.0918 0.1642 5.8880 -0.24
H -3.4199 -2.7907 1.2650 0.23
H -3.1389 -0.4330 0.2864 0.25
H 0.2850 -2.6129 3.0273 0.23
H 1.6709 -0.9279 3.9026 0.25
H 3.0279 2.9593 3.1803 0.24
H 2.9399 4.6322 1.8743 0.23
H 0.2552 6.6888 -0.4742 0.24
H -1.1037 4.5363 -0.9091 0.25
H 5.0794 1.8742 3.7404 0.22
H 6.4905 1.8118 5.8402 0.21
H 3.7062 -0.4138 7.8405 0.21
H 2.1300 -0.3223 6.0396 0.22
S -2.6196 1.9601 -0.5951 0.07
C -3.0476 0.7471 -1.7662 0.01
N -4.2416 0.7610 -2.3504 -0.06
N -4.5802 0.0773 -3.3463 -0.20
C -3.8569 -0.8181 -4.1893 0.06
C -4.4200 -2.0766 -4.4003 -0.20
C -3.6774 -3.0338 -5.0705 -0.20
C -2.4672 -2.6383 -5.5871 -0.17
C -1.9205 -1.3868 -5.4217 -0.18
C -2.6508 -0.4469 -4.7399 -0.20
N -2.2062 -0.2397 -2.0180 -0.16
N -1.0848 -0.3475 -1.4534 -0.28
C -0.4852 -1.6768 -1.5782 0.16
C 0.8410 -1.8996 -1.2565 -0.28
C 1.3762 -3.1575 -1.4453 -0.17
C 0.6022 -4.2085 -1.9819 -0.19
C -0.7698 -3.9498 -2.2288 -0.17
C -1.3434 -2.6857 -1.9451 -0.26
H -5.5600 0.2834 -3.5715 0.42
H -5.3895 -2.2094 -3.9718 0.23
H -3.9496 -4.0920 -5.2818 0.25
H -1.8671 -3.3549 -6.1144 0.23
H -0.9204 -1.1222 -5.6925 0.23
H -2.1467 0.4914 -4.4561 0.23
H 1.5089 -1.1907 -0.8774 0.23
H 2.4404 -3.3706 -1.2440 0.24
H 1.0827 -5.1540 -2.0503 0.24
H -1.5381 -4.7133 -2.5008 0.24
H -2.4036 -2.5012 -2.1210 0.25
O 1.9008 1.7263 -3.2292 -0.21
N 1.2001 1.6224 -2.2945 0.73
O -0.0242 2.0256 -2.3041 -0.44
O 1.4866 1.0693 -1.1096 -0.50
```

Formula: C21H25N3O6S
Source: OMol25
Level of theory: the ωB97M-V functional and the def2-TZVPD basis

Properties
Spin multiplicity: 1
Energy above the lowest of the compared OMol25 structures with the same formula, charge and spin in kcal/mol: 22.5
LUMO in Ha: 0.00850
HOMO level in eV: -8.11
Charge: 0
DFT total energy in Ha: -1829.13779
SMILES: COc1ccc(OC)c(NC(=O)c2cccc(S(=O)(=O)N3CCN(C(C)=O)CC3)c2)c1

The geometry in XYZ format:
```
56
Properties=species:S:1:pos:R:3:nbo_charge:R:1
C -5.9100 -2.3703 -3.8980 -0.25
O -4.8546 -1.9516 -3.0684 -0.49
C -4.1607 -0.8331 -3.4146 0.30
C -4.4037 -0.0599 -4.5391 -0.33
C -3.6279 1.0652 -4.7945 -0.23
C -2.6091 1.4315 -3.9392 0.24
O -1.7830 2.5223 -4.1034 -0.52
C -1.9998 3.3536 -5.2169 -0.25
C -2.3615 0.6471 -2.7931 0.13
N -1.3169 1.0699 -1.9674 -0.60
C -0.8723 0.5295 -0.8047 0.65
O -1.3314 -0.4547 -0.2628 -0.60
C 0.2850 1.2733 -0.2070 -0.06
C 1.3120 1.8197 -0.9725 -0.20
C 2.3902 2.4391 -0.3606 -0.21
C 2.4593 2.5096 1.0217 -0.17
C 1.4383 1.9631 1.7757 -0.34
S 1.5866 1.9222 3.5630 2.34
O 0.2837 1.9718 4.1523 -0.93
O 2.5767 2.8736 3.9686 -0.94
N 2.2068 0.4058 3.8703 -0.67
C 1.3156 -0.7077 3.6476 -0.25
C 1.8843 -1.9390 4.3637 -0.22
N 3.2210 -2.1952 3.8825 -0.44
C 3.5946 -3.1697 3.0104 0.69
C 2.5772 -4.2526 2.7241 -0.72
O 4.7066 -3.1863 2.5198 -0.63
C 4.1082 -1.0718 4.1077 -0.23
C 3.5534 0.1685 3.4039 -0.25
C 0.3591 1.3447 1.1813 -0.19
C -3.1316 -0.4702 -2.5424 -0.27
H -5.5579 -2.6172 -4.9051 0.17
H -6.6965 -1.6113 -3.9640 0.17
H -6.3145 -3.2662 -3.4299 0.20
H -5.1893 -0.3083 -5.2338 0.22
H -3.8417 1.6450 -5.6780 0.21
H -1.8566 2.8109 -6.1564 0.18
H -1.2564 4.1460 -5.1420 0.20
H -3.0011 3.7946 -5.1990 0.18
H -0.8837 1.9236 -2.2940 0.42
H 1.2881 1.7405 -2.0500 0.22
H 3.1824 2.8580 -0.9622 0.22
H 3.2836 2.9850 1.5292 0.25
H 0.3443 -0.4300 4.0562 0.24
H 1.2131 -0.9271 2.5725 0.19
H 1.2359 -2.7969 4.2034 0.22
H 1.9401 -1.7282 5.4369 0.21
H 1.7125 -3.8437 2.2061 0.23
H 3.0503 -4.9934 2.0851 0.25
H 2.2533 -4.7335 3.6439 0.23
H 5.0894 -1.3322 3.7087 0.26
H 4.1770 -0.8844 5.1828 0.20
H 4.1398 1.0536 3.6490 0.24
H 3.5728 0.0052 2.3143 0.19
H -0.4326 0.9335 1.7874 0.26
H -2.9483 -1.0721 -1.6693 0.27
```

Formula: C5H3NO
Source: OMol25
Level of theory: the ωB97M-V functional and the def2-TZVPD basis

Properties
Spin multiplicity: 1
Energy above the lowest of the compared OMol25 structures with the same formula, charge and spin in kcal/mol: 43.4
LUMO in Ha: -0.00115
HOMO level in eV: -9.72
Charge: 0
DFT total energy in Ha: -322.22257

The geometry in XYZ format:
```
10
Properties=species:S:1:pos:R:3:nbo_charge:R:1
N 3.0384 -0.8902 -0.0672 -0.29
C 2.0029 -0.3747 -0.0015 0.26
C 0.7499 0.2736 0.0701 -0.32
C 0.3080 1.5367 0.2177 0.25
O -1.0398 1.2787 0.1267 -0.47
C -1.4775 -1.1288 -0.1854 -0.42
C -0.6767 -0.0942 -0.0320 0.31
H 0.6993 2.5341 0.3698 0.22
H -2.5542 -1.0129 -0.2388 0.23
H -1.0503 -2.1223 -0.2595 0.23
```